The following is a DFT calculation (ωB97M-V/def2-TZVPD) of an isolated molecule of C4H9N2P in a non-equilibrium geometry.

Element x y z (Å)
C -3.61534 -0.14919 -0.06382
C -2.48829 0.57081 -0.10557
C -1.23202 -0.08249 -0.01256
C -0.05658 0.47245 0.28941
N 3.94351 0.04507 -0.10611
N 2.59570 0.56742 0.00843
P 1.37833 -0.44712 0.05323
H -4.65234 0.10652 0.03279
H -3.48111 -1.24504 0.04939
H -2.45209 1.63641 -0.40475
H -1.17494 -1.13781 -0.29935
H -0.04902 1.58932 0.35439
H 4.28003 0.78710 -0.76874
H 4.29738 0.03033 0.82154
H 1.08193 -1.38800 -0.92840
H 1.62484 -1.35578 1.08014

The multiplicity is 1. The HOMO energy comes out at -7.61 eV. Its net charge is 0. The total energy comes out at -16558.5915 eV. The calculation puts the molar mass at 116.104 g/mol. The SMILES is C=C/C=C/[PH2]=NN. The calculation puts the lowest unoccupied orbital energy at 0.071 eV.

Partial charges, natural (NBO), in e: atom 1 (C): -0.321, atom 2 (C): -0.246, atom 3 (C): -0.138, atom 4 (C): -0.589, atom 5 (N): -0.709, atom 6 (N): -0.922, atom 7 (P): 1.362, atom 8 (H): 0.212, atom 9 (H): 0.184, atom 10 (H): 0.219, atom 11 (H): 0.198, atom 12 (H): 0.259, atom 13 (H): 0.369, atom 14 (H): 0.345, atom 15 (H): -0.113, atom 16 (H): -0.110

---

The following is a DFT calculation (ωB97M-V/def2-TZVPD) of a structure of composition C44H51BrN10O2PRe in a non-equilibrium geometry.

Element x y z (Å)
Re 0.00145 1.91269 1.00630
C 3.85475 3.84259 1.84420
C 2.48365 3.45539 1.40860
N 1.92955 2.29429 1.65700
N 2.45555 1.43769 2.54710
C 1.49005 0.80369 3.18680
O 0.25315 1.06099 2.93790
C 1.83695 -0.11921 4.26910
C 0.82125 -0.79621 4.94420
C 1.13175 -1.63331 5.99850
C 2.45235 -1.79841 6.38750
C 3.46745 -1.14621 5.70350
C 3.16615 -0.31041 4.64550
C 1.56485 4.38809 0.81420
C 1.94745 5.57929 0.19310
C 0.98125 6.41029 -0.32930
C -0.35805 6.05839 -0.17090
C -0.66585 4.89069 0.49450
N 0.25435 4.04279 0.95550
H 4.16455 3.21279 2.67480
H 3.87085 4.88629 2.14880
H 4.56165 3.70479 1.02540
H -0.20215 -0.64181 4.63390
H 0.34495 -2.15361 6.52470
H 2.69205 -2.43191 7.22890
H 4.49355 -1.28581 6.00650
H 3.94055 0.21689 4.11190
H 2.99465 5.81729 0.10980
H 1.25875 7.31439 -0.84900
H -1.14595 6.67649 -0.56710
H -1.69925 4.61269 0.65660
Br -5.19785 -3.96341 1.19240
C -5.61505 -2.47251 0.09350
C -6.86985 -1.88141 0.16450
C -7.13285 -0.75671 -0.58900
C -6.13195 -0.19711 -1.39270
C -4.89475 -0.85111 -1.50630
C -4.64105 -1.98281 -0.76670
N -6.42835 0.93659 -2.11250
N -5.65575 1.82929 -2.45340
C -4.42225 2.13119 -1.98680
C -3.52395 2.68829 -2.90970
C -2.18685 2.84869 -2.63600
C -1.66565 2.47299 -1.38140
O -0.42135 2.52539 -1.08460
C -2.60225 2.02589 -0.38080
N -2.06465 1.74469 0.83280
C -2.86725 1.37269 1.82100
C -4.25055 1.33539 1.68030
C -4.81625 1.61569 0.45460
C -3.98175 1.90609 -0.63840
H -7.62595 -2.29771 0.81300
H -8.09255 -0.26641 -0.53370
H -4.14315 -0.46551 -2.17930
H -3.68595 -2.48001 -0.83390
H -3.91185 2.91119 -3.89020
H -1.50945 3.23579 -3.38020
H -2.38705 1.11119 2.75490
H -4.86705 1.08379 2.52890
H -5.88825 1.63909 0.34420
N 0.17915 0.10479 0.36690
P 1.05765 -0.94731 -0.40560
N 0.77105 -2.44081 0.28850
C -0.53085 -2.57041 0.95370
C -0.72355 -3.99851 1.43900
C -0.80925 -4.95121 0.23900
C 0.09825 -4.46981 -0.90340
C 1.26175 -3.65981 -0.33910
N 0.73215 -0.95081 -2.05390
C -0.55835 -0.49771 -2.54730
C -0.98295 -1.35891 -3.73160
C -0.00945 -1.14791 -4.90400
C 1.36665 -0.72231 -4.38250
C 1.64245 -1.44971 -3.07340
N 2.71215 -0.72881 -0.35690
C 3.65605 -1.41441 0.49660
C 4.87555 -1.75951 -0.36280
C 5.50665 -0.47171 -0.89000
C 4.47635 0.36219 -1.65120
C 3.22095 0.55639 -0.79840
H -1.35345 -2.31861 0.27060
H -0.55145 -1.85351 1.77850
H -1.63725 -4.05731 2.03130
H 0.10665 -4.26541 2.09300
H -1.84135 -5.00341 -0.11080
H -0.52095 -5.95501 0.55030
H -0.46025 -3.82511 -1.58600
H 0.47095 -5.31861 -1.47710
H 1.97445 -3.38791 -1.12090
H 1.79335 -4.26641 0.40400
H -0.50345 0.54929 -2.86950
H -1.27065 -0.54261 -1.71830
H -2.00175 -1.10921 -4.03050
H -0.98345 -2.40581 -3.42150
H -0.39735 -0.38831 -5.58200
H 0.08305 -2.07741 -5.46840
H 1.39855 0.34909 -4.18710
H 2.13605 -0.95071 -5.11840
H 2.66525 -1.29071 -2.73360
H 1.50155 -2.52701 -3.23480
H 3.19325 -2.30611 0.91790
H 3.96165 -0.76211 1.32670
H 4.55975 -2.38531 -1.20140
H 5.60085 -2.32071 0.22660
H 6.34805 -0.71281 -1.54150
H 5.88475 0.10249 -0.04180
H 4.22785 -0.13841 -2.58710
H 4.89245 1.33799 -1.90570
H 2.43045 1.08279 -1.34420
H 3.48895 1.16229 0.07500

The multiplicity is 2. The HOMO energy (spin up / spin down) comes out at -9.38 / -9.41 eV. Its net charge is +1. The total energy comes out at -146909.1492 eV. The calculation puts the molar mass at 1049.045 g/mol. Its expectation value of S² is 0.897. The calculation puts the lowest unoccupied orbital energy (spin up / spin down) at -3.923 / -4.228 eV.

Atomic partial charges in e from the Mulliken method, atoms 1 to 99: atom 1 (Re): 1.230, atom 2 (C): -2.008, atom 3 (C): 1.479, atom 4 (N): 0.567, atom 5 (N): -0.647, atom 6 (C): 0.527, atom 7 (O): -0.791, atom 8 (C): 0.452, atom 9 (C): -0.274, atom 10 (C): -0.874, atom 11 (C): -0.363, atom 12 (C): -0.880, atom 13 (C): -0.299, atom 14 (C): 0.335, atom 15 (C): -0.802, atom 16 (C): -0.538, atom 17 (C): -0.973, atom 18 (C): -0.173, atom 19 (N): -0.159, atom 20 (H): 0.328, atom 21 (H): 0.554, atom 22 (H): 0.323, atom 23 (H): 0.426, atom 24 (H): 0.435, atom 25 (H): 0.411, atom 26 (H): 0.419, atom 27 (H): 0.411, atom 28 (H): 0.490, atom 29 (H): 0.463, atom 30 (H): 0.476, atom 31 (H): 0.660, atom 32 (Br): -0.185, atom 33 (C): 0.067, atom 34 (C): -0.574, atom 35 (C): -0.108, atom 36 (C): -0.626, atom 37 (C): 0.088, atom 38 (C): -0.286, atom 39 (N): -0.578, atom 40 (N): -0.429, atom 41 (C): 0.168, atom 42 (C): -0.549, atom 43 (C): -0.526, atom 44 (C): 0.617, atom 45 (O): -0.849, atom 46 (C): -0.410, atom 47 (N): 0.329, atom 48 (C): -0.365, atom 49 (C): -1.006, atom 50 (C): -0.790, atom 51 (C): 1.094, atom 52 (H): 0.435, atom 53 (H): 0.494, atom 54 (H): 0.457, atom 55 (H): 0.566, atom 56 (H): 0.515, atom 57 (H): 0.620, atom 58 (H): 0.479, atom 59 (H): 0.498, atom 60 (H): 0.769, atom 61 (N): -0.184, atom 62 (P): -1.554, atom 63 (N): 0.377, atom 64 (C): -0.435, atom 65 (C): -0.998, atom 66 (C): -0.776, atom 67 (C): -0.209, atom 68 (C): -0.777, atom 69 (N): 1.238, atom 70 (C): -0.058, atom 71 (C): -0.719, atom 72 (C): -0.830, atom 73 (C): -1.148, atom 74 (C): -0.245, atom 75 (N): 0.845, atom 76 (C): -0.536, atom 77 (C): -0.879, atom 78 (C): -0.812, atom 79 (C): -0.663, atom 80 (C): -0.476, atom 81 (H): 0.322, atom 82 (H): 0.128, atom 83 (H): 0.480, atom 84 (H): 0.351, atom 85 (H): 0.361, atom 86 (H): 0.303, atom 87 (H): -0.405, atom 88 (H): 0.538, atom 89 (H): 0.410, atom 90 (H): 0.491, atom 91 (H): -0.045, atom 92 (H): 0.249, atom 93 (H): 0.380, atom 94 (H): 0.126, atom 95 (H): 0.317, atom 96 (H): 0.434, atom 97 (H): 0.286, atom 98 (H): 0.481, atom 99 (H): 0.168

---

The following is a DFT calculation (ωB97M-V/def2-TZVPD) of a structure of composition C4H2O2 in a non-equilibrium geometry.

Element x y z (Å)
O 1.62547 -0.75789 0.86745
C 1.52411 -0.36442 -0.26381
C 0.77099 0.88918 -0.75959
C -0.33840 0.45038 -0.42954
C -1.58264 0.15537 0.23161
O -2.52606 0.86349 -0.02385
H 1.97061 -0.85818 -1.13142
H -1.60384 -0.66118 0.98007

The multiplicity is 1. The HOMO energy comes out at -10.93 eV. Its net charge is 0. The total energy comes out at -8270.5919 eV. The calculation puts the molar mass at 82.058 g/mol. The calculation puts the lowest unoccupied orbital energy at -0.651 eV.

Partial charges, natural (NBO), in e: atom 1 (O): -0.516, atom 2 (C): 0.391, atom 3 (C): -0.084, atom 4 (C): 0.018, atom 5 (C): 0.329, atom 6 (O): -0.455, atom 7 (H): 0.149, atom 8 (H): 0.167

---

The following is a DFT calculation (ωB97M-V/def2-TZVPD) of an isolated molecule of C17H13N5O2S in a non-equilibrium geometry.

Element x y z (Å)
O 1.65425 5.48007 3.11655
O -0.40114 1.32460 5.24493
N 0.94290 1.29079 0.31717
N 1.98687 3.05886 -0.68786
S 0.93488 -2.07216 4.45250
C 1.52768 4.41615 2.55836
C -0.18110 0.54280 4.31950
C 1.40484 1.79716 -0.82344
C 1.83852 3.30090 0.59706
C -0.05825 -3.34849 5.10801
C -1.28164 -2.75891 5.56022
C -1.37718 -1.31587 5.34952
C 0.97466 3.26240 3.20166
C -0.28299 -0.86934 4.61088
C 0.76436 2.09765 2.56792
C 1.44185 -0.41301 -2.07808
C 0.66165 1.61069 -3.16390
C 1.13742 -1.13712 -3.28961
C 0.38195 0.83992 -4.31606
C 1.15461 0.99022 -2.00394
C 0.58457 -0.50076 -4.41334
N 2.02063 4.36059 1.31290
N 0.29865 0.86574 3.06304
N 1.26579 2.18292 1.23910
C 0.10526 -1.25232 -5.71410
H 0.24558 -4.34247 5.22200
H -2.05367 -3.35590 6.07002
H -2.17849 -0.70940 5.62453
H 0.75460 3.34275 4.23006
H 1.76208 -1.02406 -1.21686
H 0.37062 2.59445 -3.16506
H 1.39624 -2.19249 -3.10122
H -0.22853 1.26946 -5.09032
H 1.93574 5.21874 0.86775
H 0.50826 0.08303 2.44441
H 0.33922 -0.72557 -6.61631
H 0.67417 -2.16209 -5.76559
H -0.91611 -1.64114 -5.52368

The multiplicity is 1. The HOMO energy comes out at -8.62 eV. Its net charge is 0. The total energy comes out at -40219.5323 eV. The calculation puts the molar mass at 351.391 g/mol. The SMILES is Cc1ccc(-c2nc3[nH]c(=O)cc(NC(=O)c4cccs4)n3n2)cc1. The calculation puts the lowest unoccupied orbital energy at -0.252 eV.

Partial charges, natural (NBO), in e: atom 1 (O): -0.587, atom 2 (O): -0.553, atom 3 (N): -0.310, atom 4 (N): -0.490, atom 5 (S): 0.465, atom 6 (C): 0.616, atom 7 (C): 0.649, atom 8 (C): 0.326, atom 9 (C): 0.541, atom 10 (C): -0.400, atom 11 (C): -0.239, atom 12 (C): -0.182, atom 13 (C): -0.391, atom 14 (C): -0.351, atom 15 (C): 0.436, atom 16 (C): -0.173, atom 17 (C): -0.164, atom 18 (C): -0.211, atom 19 (C): -0.211, atom 20 (C): -0.093, atom 21 (C): -0.011, atom 22 (N): -0.572, atom 23 (N): -0.612, atom 24 (N): -0.223, atom 25 (C): -0.634, atom 26 (H): 0.241, atom 27 (H): 0.230, atom 28 (H): 0.238, atom 29 (H): 0.268, atom 30 (H): 0.222, atom 31 (H): 0.214, atom 32 (H): 0.217, atom 33 (H): 0.207, atom 34 (H): 0.432, atom 35 (H): 0.437, atom 36 (H): 0.226, atom 37 (H): 0.215, atom 38 (H): 0.227

---

The following is a DFT calculation (ωB97M-V/def2-TZVPD) of an isolated molecule of C4H8O2 in a non-equilibrium geometry.

Element x y z (Å)
O 0.20941 0.62308 -2.01077
C -0.10369 -0.15217 -0.94528
C 0.92376 -1.03542 -0.23780
C 0.64763 -0.26087 1.04435
O -0.15691 0.71400 0.31670
C -1.76257 0.63348 0.61860
H 0.98500 1.14617 -1.77038
H -1.07500 -0.62000 -1.13580
H 1.92184 -0.88739 -0.64775
H 0.66516 -2.09295 -0.20904
H 1.51066 0.20110 1.53395
H 0.01564 -0.77266 1.77157
H -1.79291 0.97364 1.66174
H -1.98800 1.52999 0.00993

The multiplicity is 1. The HOMO energy comes out at -7.08 eV. Its net charge is 0. The total energy comes out at -8367.5948 eV. The calculation puts the molar mass at 88.106 g/mol. The calculation puts the lowest unoccupied orbital energy at 0.630 eV.

Partial charges, natural (NBO), in e: atom 1 (O): -0.669, atom 2 (C): 0.405, atom 3 (C): -0.496, atom 4 (C): -0.061, atom 5 (O): -0.414, atom 6 (C): -0.598, atom 7 (H): 0.475, atom 8 (H): 0.233, atom 9 (H): 0.215, atom 10 (H): 0.234, atom 11 (H): 0.197, atom 12 (H): 0.217, atom 13 (H): 0.126, atom 14 (H): 0.135

---

The following is a DFT calculation (ωB97M-V/def2-TZVPD) of an isolated molecule of C6H12O.

Element x y z (Å)
C -0.64564 2.14628 -1.29534
C -0.87449 0.65494 -1.04397
C 0.45449 -0.06193 -0.77561
C 0.28979 -1.51952 -0.37248
O -0.76469 -1.65610 0.62591
C -0.68558 -1.30129 1.88968
C 0.67652 -0.83185 2.35845
H 0.01097 2.30792 -2.16160
H -1.59483 2.66224 -1.48155
H -0.16597 2.62009 -0.42584
H -1.36933 0.19291 -1.91131
H 1.00462 0.48779 0.00441
H 1.07487 -0.03119 -1.68489
H 1.22705 -1.95065 -0.00536
H -0.07225 -2.12695 -1.20668
H -1.54214 0.52565 -0.19327
H 1.55084 -0.84895 1.69268
H 0.54256 0.18511 2.74984
H 0.88321 -1.45447 3.23694

The multiplicity is 1. The HOMO energy comes out at -8.09 eV. Its net charge is 0. The total energy comes out at -8461.1571 eV. The calculation puts the molar mass at 100.161 g/mol. The calculation puts the lowest unoccupied orbital energy at 0.960 eV.

Partial charges, natural (NBO), in e: atom 1 (C): -0.602, atom 2 (C): -0.402, atom 3 (C): -0.427, atom 4 (C): -0.092, atom 5 (O): -0.491, atom 6 (C): 0.299, atom 7 (C): -0.810, atom 8 (H): 0.200, atom 9 (H): 0.214, atom 10 (H): 0.202, atom 11 (H): 0.198, atom 12 (H): 0.202, atom 13 (H): 0.213, atom 14 (H): 0.189, atom 15 (H): 0.198, atom 16 (H): 0.213, atom 17 (H): 0.192, atom 18 (H): 0.251, atom 19 (H): 0.251